18
Properties=species:S:1:pos:R:3:nbo_charge:R:1 method="wB97M-V/def2-TZVPD" homo_lumo_gap_ha="0.426 / 0.228" molar_mass_g_mol=96.13 charge=+1 spin_multiplicity=2 e_above_lowest_kcal_mol=16.7 e_homo_ev="-15.11 / -15.09"
N 0.688 0.154 -1.574 -0.405
C -0.649 0.414 -1.246 -0.274
C -0.874 1.104 0.155 -0.194
N -0.460 0.213 1.212 -0.809
H 1.105 -0.756 -1.372 0.422
H 0.974 0.432 -2.510 0.423
H -1.076 1.053 -1.971 0.250
H -1.237 -0.510 -1.159 0.278
H -1.951 1.234 0.160 0.238
H -0.375 2.059 0.304 0.242
H -1.249 -0.394 1.423 0.390
H -0.305 0.750 2.061 0.416
H 1.583 0.203 0.567 0.465
H 2.648 1.315 0.053 0.480
O 2.411 0.679 0.729 -0.918
H -0.092 -3.384 1.019 0.488
H -0.357 -1.852 1.095 0.457
O -0.784 -2.714 1.054 -0.950

=====

18
Properties=species:S:1:pos:R:3:nbo_charge:R:1 method="wB97M-V/def2-TZVPD" homo_lumo_gap_ha=0.368 molar_mass_g_mol=84.16 e_above_lowest_kcal_mol=15.4 e_homo_ev=-8.87
C 2.117 -1.138 0.301 -0.636
C 0.662 -0.799 0.218 -0.205
C 0.106 0.361 -0.106 0.026
C 0.867 1.607 -0.464 -0.642
C -1.388 0.577 -0.153 -0.422
C -2.260 -0.620 0.201 -0.607
H 2.363 -1.455 1.315 0.214
H 2.762 -0.306 0.036 0.205
H 2.338 -1.972 -0.366 0.214
H 0.023 -1.635 0.462 0.192
H 0.581 1.944 -1.460 0.213
H 1.941 1.458 -0.448 0.211
H 0.622 2.406 0.236 0.213
H -1.647 0.914 -1.162 0.202
H -1.631 1.402 0.525 0.202
H -3.310 -0.342 0.132 0.211
H -2.064 -0.956 1.217 0.205
H -2.082 -1.447 -0.483 0.205

=====

124
Properties=species:S:1:pos:R:3:mulliken_charge:R:1 method="wB97M-V/def2-TZVPD" homo_lumo_gap_ha=0.249 molar_mass_g_mol=700.05 charge=+1 e_homo_ev=-10.08
C -7.039 -7.426 2.966 -0.290
C -5.662 -7.659 3.159 -0.131
C -4.009 -7.773 3.051 -0.504
N -3.465 -6.755 2.043 -0.032
C -3.763 -6.955 0.705 0.204
N -4.551 -8.038 0.002 -0.389
C -5.319 -7.273 -1.083 -0.501
C -3.996 -6.515 -1.768 -0.553
N -3.341 -6.071 -0.461 0.315
C -1.891 -5.643 -0.524 -0.793
C -1.914 -4.061 -1.066 -0.036
C -0.352 -3.569 -1.255 -0.824
C -0.079 -2.398 -0.094 0.757
C 0.628 -3.001 1.266 -0.746
C -0.187 -2.696 2.655 -0.336
C 0.077 -1.215 3.307 -0.957
C -0.153 0.047 2.288 0.138
C -1.707 0.299 1.829 0.382
C -1.730 1.248 0.452 -0.336
C -2.684 0.613 -0.741 -0.008
C -4.221 1.191 -0.751 -0.836
C -5.260 0.366 0.239 -0.413
C -5.290 1.055 1.759 -0.422
C -5.046 -0.161 2.873 -0.683
H -8.201 -7.184 3.020 0.382
H -3.638 -8.825 2.676 0.332
H -3.606 -7.500 4.139 0.354
H -2.862 -5.931 2.341 0.220
H -5.271 -8.560 0.547 0.348
H -6.000 -7.884 -1.816 0.371
H -5.828 -6.355 -0.524 0.281
H -4.210 -5.534 -2.371 0.281
H -3.184 -7.256 -2.204 0.343
H -1.288 -6.329 -1.269 0.258
H -1.407 -5.668 0.554 0.250
H -2.455 -3.456 -0.201 0.096
H -2.502 -3.932 -2.070 0.248
H 0.401 -4.456 -1.048 0.415
H -0.198 -3.082 -2.333 0.339
H 0.689 -1.636 -0.590 0.190
H -1.063 -1.796 0.102 -0.772
H 1.777 -2.687 1.303 0.204
H 0.632 -4.186 1.129 0.390
H 0.216 -3.486 3.455 0.309
H -1.343 -2.915 2.562 0.040
H 1.179 -1.128 3.758 0.299
H -0.653 -1.111 4.237 0.293
H 0.181 1.022 2.883 0.341
H 0.546 -0.024 1.353 -0.365
H -2.329 -0.702 1.653 -0.498
H -2.232 0.964 2.658 0.420
H -2.170 2.334 0.682 0.361
H -0.634 1.342 -0.012 -0.082
H -2.685 -0.577 -0.697 -0.305
H -2.185 0.891 -1.776 0.363
H -4.720 1.145 -1.834 0.306
H -4.227 2.350 -0.466 0.293
H -6.356 0.456 -0.176 0.336
H -5.016 -0.799 0.293 0.180
H -6.324 1.554 2.000 0.385
H -4.450 1.874 1.820 0.200
H -4.385 -1.007 2.370 -0.018
H -4.406 0.300 3.757 0.215
H -6.066 -0.584 3.259 0.311
C 2.288 2.581 1.204 -1.122
C 2.702 1.645 0.102 0.809
O 1.882 1.009 -0.556 -0.669
N 4.033 1.510 -0.161 -0.143
C 5.145 2.160 0.490 -0.739
H 1.198 2.579 1.292 0.116
H 2.712 2.250 2.155 0.360
H 2.615 3.598 0.973 0.449
H 4.229 0.862 -0.916 0.228
H 5.698 2.723 -0.266 0.216
H 5.794 1.385 0.906 0.315
H 4.826 2.835 1.285 0.282
C 6.810 6.811 -1.089 -1.120
C 6.329 5.460 -1.540 0.629
O 5.817 4.657 -0.764 -0.610
N 6.473 5.133 -2.856 -0.066
C 7.043 5.925 -3.919 -0.627
H 6.626 6.923 -0.016 0.279
H 7.885 6.904 -1.267 0.349
H 6.266 7.598 -1.617 0.331
H 6.125 4.207 -3.079 0.210
H 6.278 6.058 -4.689 0.279
H 7.884 5.370 -4.342 0.135
H 7.386 6.901 -3.573 0.219
C 5.128 11.816 -1.243 -1.343
C 5.982 10.725 -1.826 0.797
O 5.659 9.541 -1.765 -0.650
N 7.147 11.078 -2.439 -0.136
C 7.702 12.399 -2.616 -0.878
H 4.235 11.377 -0.790 0.281
H 5.682 12.350 -0.466 0.370
H 4.812 12.506 -2.029 0.376
H 7.664 10.287 -2.805 0.200
H 7.821 12.576 -3.688 0.288
H 8.684 12.421 -2.137 0.285
H 7.069 13.177 -2.186 0.346
C -11.668 -5.727 6.087 -1.178
C -11.809 -6.954 5.231 0.770
O -12.811 -7.162 4.549 -0.640
N -10.785 -7.854 5.222 -0.188
C -9.537 -7.797 5.944 -0.453
H -12.565 -5.108 5.988 0.281
H -11.561 -6.013 7.137 0.343
H -10.806 -5.140 5.762 0.335
H -10.958 -8.652 4.621 0.225
H -8.723 -7.818 5.215 -0.070
H -9.472 -8.684 6.579 0.282
H -9.452 -6.901 6.560 0.298
C 10.193 2.862 -6.926 -1.349
C 9.322 3.143 -5.734 0.917
O 9.668 3.912 -4.840 -0.657
N 8.114 2.516 -5.658 -0.079
C 7.527 1.586 -6.593 -0.870
H 11.121 3.435 -6.842 0.300
H 10.446 1.799 -6.963 0.357
H 9.682 3.166 -7.843 0.363
H 7.588 2.757 -4.826 0.131
H 6.578 2.004 -6.936 0.290
H 7.336 0.649 -6.063 0.294
H 8.173 1.394 -7.451 0.330

=====

92
Properties=species:S:1:pos:R:3:nbo_charge:R:1 method="wB97M-V/def2-TZVPD" homo_lumo_gap_ha=0.239 molar_mass_g_mol=813.77 charge=+2 e_homo_ev=-12.38
Y 0.204 0.955 -0.394 2.090
C 2.989 2.353 -2.102 -0.243
O 2.459 1.233 -1.386 -0.570
C 3.230 0.075 -1.331 0.251
C 4.360 -0.119 -2.102 -0.270
C 5.085 -1.298 -1.975 -0.178
C 4.669 -2.277 -1.086 -0.189
C 3.511 -2.093 -0.346 -0.217
C 2.769 -0.931 -0.481 0.120
N 1.524 -0.701 0.202 -0.506
N 1.163 -1.666 0.971 -0.100
C 0.090 -1.632 1.783 0.029
C -0.691 -0.473 2.101 0.451
O -0.492 0.653 1.512 -0.825
C -1.697 -0.560 3.105 -0.324
C -1.946 -1.737 3.727 -0.084
C -1.220 -2.936 3.428 -0.045
C -1.528 -4.136 4.094 -0.171
C -0.832 -5.283 3.815 -0.212
C 0.192 -5.245 2.857 -0.166
C 0.506 -4.080 2.195 -0.207
C -0.195 -2.896 2.470 -0.037
H 3.981 2.598 -1.724 0.211
H 3.034 2.137 -3.168 0.201
H 2.307 3.179 -1.918 0.205
H 4.709 0.648 -2.779 0.233
H 5.982 -1.433 -2.563 0.238
H 5.243 -3.186 -0.968 0.236
H 3.166 -2.851 0.343 0.242
H -2.238 0.345 3.350 0.235
H -2.720 -1.786 4.486 0.228
H -2.321 -4.137 4.832 0.222
H -1.068 -6.206 4.327 0.235
H 0.747 -6.148 2.633 0.229
H 1.296 -4.072 1.457 0.222
C -0.935 0.040 -5.037 -0.086
O -1.418 1.362 -4.620 -0.452
C -0.957 1.536 -3.390 0.575
N -0.285 0.611 -2.834 -0.559
C -0.235 -0.527 -3.787 -0.130
C -0.801 -1.770 -3.136 0.036
C 0.022 -2.461 -2.247 -0.249
C -0.431 -3.592 -1.586 -0.184
C -1.713 -4.070 -1.839 -0.209
C -2.532 -3.400 -2.737 -0.228
C -2.084 -2.247 -3.374 -0.190
C -1.189 2.862 -2.747 0.153
C -1.858 3.919 -3.340 -0.184
C -1.897 5.127 -2.652 -0.119
C -1.244 5.258 -1.430 -0.181
C -0.605 4.143 -0.925 0.147
N -0.601 2.972 -1.560 -0.493
C 0.275 4.118 0.279 0.583
N 0.981 3.093 0.545 -0.583
C 1.819 3.422 1.721 -0.094
C 1.401 4.876 2.041 -0.086
O 0.401 5.208 1.006 -0.443
C 1.633 2.360 2.773 -0.065
C 0.589 2.389 3.689 -0.147
C 0.384 1.320 4.551 -0.216
C 1.214 0.207 4.494 -0.201
C 2.259 0.171 3.580 -0.192
C 2.470 1.249 2.733 -0.203
H -0.254 0.194 -5.868 0.219
H -1.794 -0.526 -5.378 0.216
H 0.813 -0.722 -4.011 0.229
H 1.044 -2.122 -2.088 0.220
H 0.223 -4.117 -0.901 0.229
H -2.062 -4.973 -1.353 0.234
H -3.523 -3.779 -2.956 0.231
H -2.750 -1.748 -4.067 0.205
H -2.314 3.800 -4.313 0.263
H -2.411 5.977 -3.081 0.255
H -1.219 6.195 -0.891 0.264
H 2.855 3.396 1.384 0.223
H 2.215 5.587 1.940 0.223
H 0.922 5.007 3.004 0.219
H -0.097 3.226 3.727 0.203
H -0.427 1.356 5.268 0.227
H 1.057 -0.621 5.172 0.232
H 2.916 -0.688 3.538 0.230
H 3.289 1.219 2.021 0.217
C -3.840 -1.460 0.134 -0.828
S -3.474 -0.111 -0.951 1.306
C -4.444 1.147 -0.169 -0.821
O -2.041 0.258 -0.629 -1.052
H -3.442 -1.205 1.118 0.252
H -3.353 -2.348 -0.267 0.267
H -4.921 -1.596 0.164 0.256
H -5.497 0.891 -0.285 0.260
H -4.237 2.085 -0.681 0.246
H -4.163 1.205 0.883 0.246

=====

83
Properties=species:S:1:pos:R:3:mulliken_charge:R:1 method="wB97M-V/def2-TZVPD" homo_lumo_gap_ha=0.338 molar_mass_g_mol=590.56 smiles="NCP(CON=O)C(F)(F)C(F)(F)C(F)(F)F.CC(C)O.CC(C)O.CC(C)O.CC(C)O.CC(C)O" e_homo_ev=-9.60
N 7.155 -2.581 3.569 -0.445
C 5.788 -2.276 3.982 -0.747
P 4.815 -1.553 2.600 -0.232
C 3.274 -1.130 3.517 -0.704
O 2.176 -1.490 2.676 -0.093
N 1.038 -0.573 2.862 0.320
O 0.476 -0.750 3.852 -0.322
C 5.486 0.194 2.198 0.617
F 4.434 1.074 2.151 -0.298
F 5.971 0.088 0.917 -0.291
C 6.630 0.937 2.964 0.708
F 6.749 2.154 2.382 -0.299
F 7.782 0.275 2.784 -0.246
C 6.422 1.198 4.502 0.583
F 5.156 0.924 4.879 -0.231
F 6.659 2.468 4.800 -0.267
F 7.233 0.434 5.235 -0.245
H 7.581 -3.223 4.228 0.246
H 7.151 -3.034 2.662 0.250
H 5.790 -1.662 4.883 0.331
H 5.197 -3.173 4.228 0.436
H 3.236 -0.066 3.758 0.458
H 3.246 -1.686 4.462 0.440
C -1.217 -2.594 0.970 -0.840
C -2.244 -1.475 1.022 0.389
C -3.607 -1.948 0.541 -1.415
O -1.799 -0.350 0.267 -0.321
H -1.103 -2.951 -0.056 0.329
H -0.244 -2.233 1.301 -0.211
H -1.512 -3.435 1.600 0.514
H -2.331 -1.101 2.045 0.337
H -3.546 -2.284 -0.497 0.336
H -4.337 -1.140 0.586 0.360
H -3.977 -2.778 1.143 0.266
H -1.648 -0.639 -0.643 0.222
C -3.053 2.836 -1.929 -1.500
C -1.551 3.036 -1.795 0.527
C -0.789 2.281 -2.875 -1.018
O -1.107 2.657 -0.499 -0.562
H -3.302 1.778 -1.810 0.368
H -3.583 3.391 -1.155 0.316
H -3.414 3.164 -2.906 0.410
H -1.322 4.102 -1.871 0.269
H -0.977 1.206 -2.781 0.253
H 0.285 2.439 -2.767 0.286
H -1.086 2.600 -3.874 0.339
H -1.295 1.715 -0.389 0.328
C -6.699 -5.680 0.261 -1.252
C -7.034 -4.354 0.927 0.521
C -8.453 -4.334 1.472 -1.381
O -6.819 -3.268 0.028 -0.510
H -7.366 -5.855 -0.587 0.326
H -5.675 -5.672 -0.113 0.307
H -6.810 -6.512 0.958 0.373
H -6.332 -4.175 1.744 0.262
H -9.171 -4.470 0.659 0.355
H -8.665 -3.378 1.950 0.338
H -8.609 -5.131 2.200 0.367
H -7.419 -3.377 -0.717 0.319
C -1.698 6.113 -4.166 -1.136
C -0.298 5.612 -4.486 0.659
C 0.606 6.730 -4.979 -1.488
O -0.352 4.555 -5.446 -0.537
H -2.165 6.529 -5.063 0.432
H -2.326 5.295 -3.810 0.150
H -1.676 6.891 -3.401 0.347
H 0.137 5.162 -3.591 0.186
H 0.205 7.160 -5.902 0.374
H 1.604 6.348 -5.193 0.353
H 0.689 7.528 -4.240 0.366
H -0.733 4.918 -6.252 0.335
C 2.181 0.055 -0.502 -0.922
C 1.633 -1.236 -1.086 0.883
C 2.626 -1.912 -2.016 -1.623
O 0.395 -0.989 -1.761 -0.489
H 2.403 0.768 -1.301 0.477
H 1.450 0.513 0.164 0.243
H 3.099 -0.129 0.057 -0.031
H 1.378 -1.918 -0.275 0.006
H 2.863 -1.256 -2.859 0.398
H 2.210 -2.837 -2.417 0.386
H 3.555 -2.143 -1.494 0.363
H 0.581 -0.374 -2.480 0.297